[1]
# C5H5NO

One molecule with the formula C5H5NO in a non-equilibrium geometry (ωB97M-V/def2-TZVPD, OMol25).

As for the energy above the lowest of the compared OMol25 structures with the same formula, charge and spin: 611.8 kJ/mol. The orbital gap (alpha / beta) is 7.71 / 8.67 eV. The calculation puts the max |F| at 0.042 Eh/bohr. The HOMO energy (alpha / beta) is -8.3 / -9.4 eV. Its LUMO energy (alpha / beta) is -0.56 / -0.68 eV. The net charge is 0.

```
12
Properties=species:S:1:pos:R:3:lowdin_charge:R:1
O 0.811 1.161 2.000 0.153
C 0.498 0.767 0.928 -0.294
C 1.180 -0.342 0.039 -0.177
C 2.175 -0.983 -0.303 0.194
C -0.743 0.890 -0.044 -0.461
C -0.511 -0.493 -0.613 -0.006
N -2.078 0.862 0.216 0.134
H 3.014 -1.552 -0.642 0.045
H -0.473 1.661 -0.782 0.151
H -0.895 -1.313 -0.006 0.104
H -0.636 -0.653 -1.683 0.102
H -2.244 0.190 0.971 0.055
```

[2]
# C7H13NO

C7H13NO as an isolated structure in a non-equilibrium geometry (ωB97M-V/def2-TZVPD, OMol25).

As for the energy above the lowest of the compared OMol25 structures with the same formula, charge and spin: 407.5 kJ/mol. The orbital gap is 8.06 eV. The calculation puts the max |F| at 0.087 Eh/bohr. The HOMO energy is -8.1 eV. Its LUMO energy is -0.01 eV. The net charge is 0.

```
22
Properties=species:S:1:pos:R:3:lowdin_charge:R:1
C -0.794 0.278 -1.493 -0.285
C 0.011 -1.842 2.797 -0.025
C -1.377 1.662 -1.588 -0.093
C 0.059 -0.221 -2.477 0.028
C 0.821 0.274 -0.332 -0.364
C 0.312 -0.713 1.861 -0.400
C 0.668 -0.889 0.573 -0.054
O 0.156 0.495 2.423 0.040
N 1.024 1.498 0.129 0.032
H 0.411 1.170 1.729 0.065
H -1.442 -0.442 -1.007 0.119
H 1.964 1.830 -0.075 0.063
H 0.780 -1.881 0.164 0.106
H 0.667 -1.783 3.669 0.086
H -1.017 -1.756 3.158 0.088
H 0.142 -2.807 2.312 0.077
H -2.363 1.630 -2.058 0.079
H -0.712 2.331 -2.131 0.077
H -1.491 2.086 -0.590 0.071
H 0.512 0.441 -3.202 0.088
H 0.173 -1.283 -2.646 0.082
H 1.494 -0.078 -1.215 0.118
```

[3]
# C24H42NP3ReS

C24H42NP3ReS as an isolated structure in a non-equilibrium geometry (ωB97M-V/def2-TZVPD, OMol25).

The spin multiplicity is 4. As for the energy above the lowest of the compared OMol25 structures with the same formula, charge and spin: 0.0 kJ/mol. The orbital gap (alpha / beta) is 3.74 / 4.20 eV. The calculation puts the max |F| at 0.105 Eh/bohr. The HOMO energy (alpha / beta) is -19.2 / -19.7 eV. Its LUMO energy (alpha / beta) is -15.45 / -15.46 eV. The net charge is +4.

```
72
Properties=species:S:1:pos:R:3:mulliken_spin:R:1
Re 0.611 0.177 -0.559 2.287
P 2.220 1.466 0.246 -0.170
P -0.546 1.675 -1.857 -0.002
P 0.945 -1.792 0.709 0.054
H -4.543 -2.162 -0.631 0.000
C -3.482 -1.809 -0.464 0.018
C -3.125 -1.282 0.869 0.004
H -2.938 -0.212 0.940 -0.004
C 3.597 1.760 -0.943 0.044
C 1.766 3.174 0.757 0.057
C 3.059 0.872 1.766 0.061
C -1.921 1.027 -2.860 0.004
C -1.310 3.161 -1.119 0.029
C 0.552 2.389 -3.164 0.057
C -0.087 -3.258 0.280 -0.015
C 0.654 -1.813 2.529 0.019
C 2.664 -2.427 0.549 0.044
H -2.776 -2.616 -0.772 -0.006
H -2.812 -1.969 1.653 0.000
H 4.221 2.569 -0.534 -0.002
H 3.203 2.053 -1.931 -0.004
H 4.216 0.856 -1.062 -0.002
H 2.593 3.627 1.319 0.003
H 0.882 3.136 1.403 0.006
H 1.545 3.808 -0.108 -0.005
H 3.829 1.597 2.061 0.004
H 3.530 -0.104 1.604 -0.004
H 2.329 0.784 2.581 -0.002
H -2.206 1.762 -3.629 -0.002
H -2.781 0.831 -2.206 -0.002
H -1.640 0.089 -3.354 -0.003
H -2.132 3.492 -1.768 0.002
H -0.572 3.965 -1.010 -0.003
H -1.717 2.924 -0.129 -0.002
H -0.111 2.909 -3.875 0.007
H 1.091 1.580 -3.689 -0.005
H 1.290 3.090 -2.735 -0.005
H 0.012 -4.053 1.028 0.000
H 0.205 -3.625 -0.705 -0.001
H -1.145 -2.983 0.246 0.006
H 0.451 -2.850 2.816 0.001
H -0.210 -1.200 2.805 0.001
H 1.540 -1.467 3.070 -0.001
H 2.547 -3.510 0.422 0.004
H 3.230 -2.233 1.470 0.001
H 3.233 -2.035 -0.304 -0.002
C 1.230 -2.173 -3.079 0.062
C 2.309 -2.852 -3.667 0.068
C 2.098 -4.107 -4.235 -0.023
C 0.812 -4.670 -4.196 0.055
C -0.253 -3.978 -3.621 0.004
C -0.062 -2.707 -3.087 0.021
S 1.674 -0.617 -2.292 0.401
H -3.145 -0.923 -1.090 -0.006
H 3.308 -2.439 -3.651 0.001
H 2.952 -4.601 -4.703 0.000
H 0.618 -5.684 -4.582 0.001
H -1.240 -4.453 -3.596 0.001
H -0.861 -2.146 -2.619 0.033
N -0.561 0.833 1.163 -0.260
C -0.985 1.366 2.127 0.119
C -1.700 1.898 3.222 0.011
C -1.459 3.218 3.660 0.012
C -2.155 3.748 4.744 -0.004
C -3.141 2.991 5.386 0.016
C -3.390 1.672 4.985 -0.002
C -2.677 1.118 3.902 0.014
H -0.683 3.783 3.127 0.001
H -1.928 4.764 5.066 0.000
H -3.700 3.422 6.212 0.000
H -4.154 1.088 5.508 0.000
H -2.861 0.079 3.602 0.001
```